Record 1
Density functional theory data (the ωB97M-V functional and the def2-TZVPD basis) for a structure of composition C29H35N6O3PSeZr.

The geometry in ORCA input format:
```
! RIJCOSX wB97M-V def2-TZVPD def2/J DEFGRID3
* xyz 4 1
Zr 0.131 0.495 0.792
C -2.616 0.669 -0.640
N -2.075 1.176 0.662
C -2.847 0.612 1.826
C -2.212 -0.587 2.503
C -2.949 -1.360 3.380
C -2.339 -2.440 4.005
C -1.010 -2.738 3.721
C -0.332 -1.929 2.839
N -0.916 -0.857 2.260
C -2.173 2.664 0.604
C -0.970 3.272 -0.071
C -0.949 4.617 -0.390
C 0.170 5.139 -1.022
C 1.241 4.297 -1.317
C 1.164 2.974 -0.957
N 0.071 2.453 -0.337
C -2.293 -0.781 -0.816
C -3.221 -1.685 -1.291
C -2.844 -3.013 -1.442
C -1.555 -3.382 -1.083
C -0.690 -2.423 -0.600
N -1.033 -1.124 -0.477
H -2.152 1.252 -1.439
H -3.692 0.848 -0.678
H -3.850 0.337 1.493
H -2.970 1.398 2.570
H -3.988 -1.127 3.574
H -2.900 -3.052 4.701
H -0.510 -3.580 4.179
H 0.705 -2.117 2.587
H -2.277 3.063 1.608
H -3.072 2.959 0.056
H -1.803 5.242 -0.163
H 0.208 6.187 -1.290
H 2.124 4.667 -1.820
H 1.973 2.284 -1.155
H -4.221 -1.355 -1.541
H -3.548 -3.747 -1.813
H -1.224 -4.409 -1.159
H 0.304 -2.692 -0.276
C 2.619 3.518 4.058
O 2.088 2.183 4.360
P 1.361 1.076 3.567
O 2.023 1.151 1.943
C 3.482 0.898 1.889
O 0.002 1.803 2.812
C -0.575 3.011 3.415
H 2.171 4.202 4.771
H 2.379 3.792 3.032
H 3.692 3.468 4.216
H 3.947 1.459 2.695
H 3.833 1.266 0.931
H 3.685 -0.164 2.002
H -0.398 3.852 2.748
H -0.103 3.190 4.376
H -1.634 2.844 3.587
C 2.949 -3.606 -1.711
N 2.158 -2.633 -2.469
C 1.741 -1.428 -2.082
Se 2.200 -0.640 -0.418
N 1.099 -0.844 -3.105
C 1.089 -1.702 -4.205
C 0.579 -1.567 -5.493
C 0.785 -2.638 -6.335
C 1.466 -3.798 -5.918
C 1.971 -3.929 -4.643
C 1.765 -2.844 -3.793
H 3.164 -3.216 -0.721
H 3.884 -3.787 -2.237
H 2.388 -4.536 -1.630
H 0.738 0.094 -3.088
H 0.067 -0.675 -5.826
H 0.421 -2.588 -7.352
H 1.603 -4.604 -6.627
H 2.505 -4.817 -4.333
*
```

frontier orbital gap	0.2264	hartree
max |F|	0.012	hartree/bohr
ΔE to the lowest compared entry with this formula, charge and spin	0.4276	eV

Record 2
Density functional theory data (the ωB97M-V functional and the def2-TZVPD basis) for the ion C3H8N3O with charge +1 at a distorted geometry.

The geometry in ORCA input format:
```
! RIJCOSX wB97M-V def2-TZVPD def2/J DEFGRID3
* xyz 1 1
C 0.140 -1.472 0.550
N 0.341 -0.264 -0.319
C 0.190 1.094 0.342
N -0.175 1.918 -0.803
C -1.035 1.272 -1.651
O -1.768 1.651 -2.467
N -0.756 -0.100 -1.300
H -0.926 -1.780 0.568
H 0.394 -2.444 -0.009
H 0.573 -1.221 1.587
H 1.366 -0.370 -0.836
H 1.055 1.433 0.945
H -0.623 0.991 1.175
H 0.074 2.848 -0.939
H -1.058 -0.785 -1.907
*
```

frontier orbital gap	0.4139	hartree
structure (SMILES)	C[N@@H+]1CNC(=O)N1
max |F|	0.075	hartree/bohr
ΔE to the lowest compared entry with this formula, charge and spin	2.8518	eV

Record 3
Density functional theory data (the ωB97M-V functional and the def2-TZVPD basis) for an isolated molecule of C12H16N6O3 at a distorted geometry.

The geometry in ORCA input format:
```
! RIJCOSX wB97M-V def2-TZVPD def2/J DEFGRID3
* xyz 0 1
N -0.525 -0.540 3.477
C -0.244 -1.080 2.154
C -1.664 -1.704 1.578
C -2.568 -0.597 1.147
C -3.286 0.239 2.014
N -4.006 0.900 0.866
C -3.585 0.808 -0.299
N -2.591 -0.138 -0.170
C 0.039 -0.131 0.957
O 0.035 1.050 0.982
N 0.420 -0.758 -0.238
C 0.275 0.105 -1.535
C 1.604 -0.007 -2.143
C 2.754 0.637 -1.413
C 2.826 1.297 -0.210
N 4.197 1.483 0.003
C 4.844 1.234 -1.162
N 3.935 0.675 -2.141
C -0.548 -0.720 -2.593
O -0.763 -1.894 -2.639
O -1.008 0.028 -3.570
H -0.966 0.317 3.235
H 0.365 -0.469 4.034
H 0.568 -1.815 2.439
H -2.059 -2.171 2.398
H -1.932 -2.517 0.805
H -3.387 0.241 3.195
H -4.393 1.833 1.495
H -4.098 1.124 -1.340
H 0.528 -1.878 -0.306
H 0.222 1.163 -1.339
H 1.939 -1.167 -2.401
H 1.813 0.254 -3.239
H 2.162 1.605 0.510
H 4.599 2.038 0.898
H 5.847 1.537 -1.418
H -1.346 -0.985 -4.031
*
```

frontier orbital gap	0.3269	hartree
structure (SMILES)	N[C@@H](Cc1c[nH]cn1)C(=O)N[C@@H](Cc1c[nH]cn1)C(=O)O
max |F|	0.310	hartree/bohr
ΔE to the lowest compared entry with this formula, charge and spin	8.9908	eV

Record 4
Density functional theory data (the ωB97M-V functional and the def2-TZVPD basis) for a cluster of 2 separate species, C6H15NO in total at a distorted geometry.

The geometry in ORCA input format:
```
! RIJCOSX wB97M-V def2-TZVPD def2/J DEFGRID3
* xyz 1 2
C -0.204 -0.664 2.398
C 0.708 -1.533 1.529
C 0.142 -1.842 0.160
N 0.912 0.473 -1.465
C -0.386 0.219 -1.310
C -0.775 -0.859 -0.510
C -1.374 0.854 -2.242
H -0.241 0.352 1.995
H -1.220 -1.043 2.507
H 0.165 -0.513 3.414
H 1.755 -1.224 1.642
H 0.889 -2.505 2.014
H -0.405 -2.781 0.302
H 0.896 -2.269 -0.512
H 1.203 1.349 -1.873
H 1.565 0.088 -0.796
H -1.831 -1.087 -0.477
H -1.574 1.877 -1.897
H -2.306 0.310 -2.183
H -0.941 0.956 -3.231
H 0.639 1.667 0.790
H 1.277 2.712 1.608
O 0.633 2.618 0.924
*
```

frontier orbital gap (alpha / beta)	0.4088 / 0.2977	hartree
max |F|	0.043	hartree/bohr
ΔE to the lowest compared entry with this formula, charge and spin	0.5054	eV

Record 5
Density functional theory data (the ωB97M-V functional and the def2-TZVPD basis) for an isolated molecule of C7H10F2O3 at a distorted geometry.

The geometry in ORCA input format:
```
! RIJCOSX wB97M-V def2-TZVPD def2/J DEFGRID3
* xyz 0 3
C 0.593 -0.041 -1.603
C -0.659 0.168 -1.206
C 1.600 -0.616 -0.718
C 1.710 0.022 0.767
C -1.132 -0.197 0.225
C 0.480 0.923 1.089
C -2.406 0.419 0.698
O 1.727 -1.073 1.639
O -1.010 -1.438 0.652
O -2.665 1.669 0.207
F 0.271 1.081 2.414
F 0.432 2.137 0.542
H 0.862 0.511 -2.538
H -1.493 0.610 -1.763
H 1.369 -1.754 -0.341
H 2.507 -0.587 -1.245
H 2.618 0.607 0.763
H -2.536 0.358 1.714
H -3.255 -0.322 0.134
H 1.914 -0.823 2.541
H -0.326 -1.886 0.049
H -1.886 2.134 0.288
*
```

frontier orbital gap (alpha / beta)	0.2060 / 0.2832	hartree
max |F|	0.124	hartree/bohr

Record 6
Density functional theory data (the ωB97M-V functional and the def2-TZVPD basis) for a cluster of 7 separate species, H14O7 in total at a distorted geometry.

The geometry in ORCA input format:
```
! RIJCOSX wB97M-V def2-TZVPD def2/J DEFGRID3
* xyz 0 1
O 1.617 -0.943 -0.564
H 2.099 -1.636 -1.001
H 0.851 -1.499 -0.209
O 4.747 -0.968 -0.120
H 4.193 -0.346 0.350
H 4.193 -1.280 -0.879
O -2.335 -1.179 -1.199
H -1.864 -1.985 -1.308
H -2.865 -0.972 -2.060
O -1.754 2.692 -1.264
H -1.024 2.816 -0.708
H -1.826 1.787 -1.547
O 2.335 1.960 0.618
H 2.322 1.505 1.483
H 2.089 2.822 0.748
O -1.109 0.242 1.831
H -1.807 0.780 1.439
H -0.555 0.070 1.111
O -3.279 -0.939 0.962
H -2.351 -1.360 0.807
H -3.679 -1.570 1.510
*
```

frontier orbital gap	0.3752	hartree
structure (SMILES)	O.O.O.O.O.O.O
max |F|	0.077	hartree/bohr
ΔE to the lowest compared entry with this formula, charge and spin	3.3557	eV